Computed, not measured: the ion C4H13N5OP with charge +1 at a distorted geometry, with wB97M-V/def2-TZVPD.

```
24
C4H13N5OP | the OMol25 dataset | wB97M-V/def2-TZVPD
N -1.93 2.16 0.92
P -0.79 1.58 -0.06
N -0.52 -0.10 0.43
C 0.16 -0.93 -0.62
C 1.50 -0.29 -1.20
C 2.50 0.26 -0.12
N 3.95 0.08 -0.41
O 2.20 0.86 0.91
C -1.76 -0.78 0.75
N -2.96 -0.76 -0.08
N -1.82 -1.53 1.87
H -1.58 2.98 1.42
H 0.36 2.41 0.09
H -1.27 1.58 -1.40
H -0.57 -1.00 -1.50
H 0.37 -1.98 -0.25
H 1.25 0.46 -2.03
H 2.04 -1.14 -1.74
H 4.38 0.15 0.53
H 4.21 0.98 -0.86
H -3.09 0.15 -0.52
H -2.94 -1.53 -0.76
H -2.00 -2.54 1.84
H -1.69 -1.07 2.78
```

Output
HOMO energy ... -12.640 eV
HOMO-LUMO gap ... 6.7591 eV
Total charge ... +1
SMILES string ... N=[PH2]N(CCC(N)=O)C(N)=[NH2+]
LUMO level ... -5.9 eV

natural (NBO) atomic charge list, values in e, 4 entries: number 1, N, carries -1.3082; number 2, P, carries 1.3907; number 3, N, carries -0.7672; number 4, C, carries -0.2332



Computed, not measured: a cluster of 2 separate species, C4H13NO in total at a distorted geometry, with wB97M-V/def2-TZVPD.

```
19
C4H13NO | the OMol25 dataset | wB97M-V/def2-TZVPD
C 0.19 -1.41 -2.89
C 0.44 -0.60 -1.67
N 1.36 -1.97 5.19
H -0.82 -1.92 -3.05
H 0.23 -0.77 -3.77
H 1.02 -2.17 -2.99
H 1.45 -0.15 -1.64
H 0.34 -1.24 -0.71
H 0.35 -1.95 4.91
H 1.44 -1.55 6.11
H 1.59 -1.19 4.53
C -0.70 1.21 -0.35
O -0.60 0.46 -1.64
C -1.28 2.65 -0.62
H 0.36 1.24 0.13
H -1.25 0.54 0.35
H -1.05 2.96 -1.66
H -0.71 3.23 0.15
H -2.37 2.61 -0.39
```

Output
HOMO energy (alpha / beta) ... 1.257 / -6.434 eV
HOMO-LUMO gap (alpha / beta) ... 2.4096 / 10.0658 eV
Energy above the lowest of the compared OMol25 structures with the same formula, charge and spin ... 30.5 kcal/mol
Total charge ... -1
Spin multiplicity ... 2
LUMO level (alpha / beta) ... 3.7 / 3.6 eV
Expectation value of S² ... 0.751

natural (NBO) atomic charge list, values in e, 4 entries: number 1, C, carries -0.6338; number 2, C, carries -0.1731; number 3, N, carries -1.3218; number 4, H, carries 0.2110



Computed, not measured: a cluster of 2 separate species, C4H13NO in total at a distorted geometry, with wB97M-V/def2-TZVPD.

```
19
C4H13NO | the OMol25 dataset | wB97M-V/def2-TZVPD
C 0.00 0.00 0.00
C -1.38 -0.56 0.32
C -2.04 -1.38 -0.78
N -2.29 -0.69 -2.03
C -3.18 0.43 -1.97
H 0.08 0.52 -0.97
H 0.58 -0.94 -0.06
H 0.44 0.64 0.78
H -1.27 -1.26 1.18
H -2.05 0.26 0.64
H -1.48 -2.29 -1.03
H -2.99 -1.68 -0.30
H -1.44 -0.37 -2.51
H -3.41 0.85 -2.97
H -2.74 1.23 -1.35
H -4.11 0.09 -1.50
O -2.28 2.44 -5.00
H -3.21 2.78 -4.94
H -2.38 1.46 -5.06
```

Output
HOMO energy ... -8.602 eV
HOMO-LUMO gap ... 9.4479 eV
Energy above the lowest of the compared OMol25 structures with the same formula, charge and spin ... 18.8 kcal/mol
SMILES string ... CCCNC.O
LUMO level ... 0.8 eV

natural (NBO) atomic charge list, values in e, 4 entries: number 1, C, carries -0.6183; number 2, C, carries -0.4166; number 3, C, carries -0.2167; number 4, N, carries -0.6354



Computed, not measured: a cluster of 2 separate species, C4H13NO in total at a distorted geometry, with wB97M-V/def2-TZVPD.

```
19
C4H13NO | the OMol25 dataset | wB97M-V/def2-TZVPD
C 2.62 0.71 1.35
C 1.96 -0.39 0.50
C 0.50 -0.20 0.46
N -0.03 -0.74 -0.78
C -1.44 -0.63 -0.92
H 2.42 1.74 1.03
H 3.71 0.55 1.37
H 2.23 0.57 2.38
H 2.20 -1.36 0.97
H 2.45 -0.36 -0.49
H -0.03 -0.78 1.23
H 0.18 0.86 0.55
H 0.35 -0.23 -1.59
H -1.75 0.42 -1.10
H -1.92 -0.99 0.00
H -1.79 -1.25 -1.77
O -3.89 0.30 -0.99
H -3.12 0.88 -1.12
H -4.67 0.89 -1.07
```

Output
HOMO energy ... -8.716 eV
HOMO-LUMO gap ... 9.5350 eV
Energy above the lowest of the compared OMol25 structures with the same formula, charge and spin ... 26.3 kcal/mol
SMILES string ... CCCNC.O
LUMO level ... 0.8 eV

natural (NBO) atomic charge list, values in e, 4 entries: number 1, C, carries -0.6012; number 2, C, carries -0.4057; number 3, C, carries -0.2194; number 4, N, carries -0.6109



Computed, not measured: a cluster of 3 separate species, C4H13NO2 in total at a distorted geometry, with wB97M-V/def2-TZVPD.

```
20
C4H13NO2 | the OMol25 dataset | wB97M-V/def2-TZVPD
N 0.04 0.57 0.03
C 1.29 0.84 0.66
C 1.72 -0.52 1.24
C 0.42 -1.40 1.21
C -0.67 -0.50 0.69
H -0.51 1.36 -0.29
H 2.12 1.21 0.04
H 1.20 1.58 1.47
H 2.53 -1.10 0.79
H 2.11 -0.36 2.25
H 0.64 -2.28 0.61
H 0.19 -1.79 2.21
H -1.53 -0.95 0.20
H -1.15 0.00 1.57
H 0.71 -0.55 -3.22
H 1.26 -0.49 -1.84
O 1.00 -1.14 -2.48
H -4.04 1.35 -1.10
H -3.64 2.03 -2.50
O -3.67 2.13 -1.54
```

Output
HOMO energy (alpha / beta) ... 1.102 / -5.068 eV
HOMO-LUMO gap (alpha / beta) ... 2.6116 / 8.6543 eV
Energy above the lowest of the compared OMol25 structures with the same formula, charge and spin ... 14.6 kcal/mol
Total charge ... -1
Spin multiplicity ... 2
LUMO level (alpha / beta) ... 3.7 / 3.6 eV
Expectation value of S² ... 0.750

natural (NBO) atomic charge list, values in e, 4 entries: number 1, N, carries -0.6922; number 2, C, carries -0.2693; number 3, C, carries -0.4135; number 4, C, carries -0.4179



Computed, not measured: a cluster of 3 separate species, C4H13NO2 in total at a distorted geometry, with wB97M-V/def2-TZVPD.

```
20
C4H13NO2 | the OMol25 dataset | wB97M-V/def2-TZVPD
C -1.89 -0.80 1.21
C -0.72 -0.04 0.64
C 0.41 -0.42 0.05
C 1.66 0.41 0.12
N 0.61 -1.75 -0.35
H -2.19 -1.73 0.70
H -1.63 -1.01 2.24
H -2.72 -0.10 1.14
H -0.70 0.96 1.04
H 1.45 1.48 0.19
H 2.47 0.15 -0.56
H 2.05 0.19 1.12
H -0.24 -2.28 -0.34
H 1.20 -1.87 -1.14
O 1.43 -0.25 -7.14
H 2.16 0.38 -7.13
H 1.87 -1.11 -7.19
O -1.90 2.63 4.80
H -2.15 1.99 5.47
H -1.18 3.17 5.13
```

Output
HOMO energy ... -7.632 eV
HOMO-LUMO gap ... 8.5144 eV
Energy above the lowest of the compared OMol25 structures with the same formula, charge and spin ... 26.3 kcal/mol
SMILES string ... C/C=C(/C)N.O.O
LUMO level ... 0.9 eV

natural (NBO) atomic charge list, values in e, 4 entries: number 1, C, carries -0.6393; number 2, C, carries -0.2918; number 3, C, carries 0.1786; number 4, C, carries -0.6441



Computed, not measured: a cluster of 2 separate species, C4H13NO2 in total at a distorted geometry, with wB97M-V/def2-TZVPD.

```
20
C4H13NO2 | the OMol25 dataset | wB97M-V/def2-TZVPD
N 0.24 -1.42 1.84
C -0.77 -1.13 0.81
C -0.67 0.21 0.16
C 0.62 0.27 -0.67
C 1.35 -0.95 -1.44
O 0.47 -1.94 -1.98
H -0.19 -1.42 2.78
H 0.72 -2.26 1.61
H -1.81 -1.44 1.12
H -0.53 -1.92 0.01
H -1.58 0.42 -0.45
H -0.46 0.91 1.03
H 0.44 1.13 -1.48
H 1.36 0.60 0.04
H 2.16 -0.68 -2.18
H 1.90 -1.47 -0.68
H -0.33 -1.55 -2.34
O -0.90 4.21 0.20
H -1.58 4.70 0.72
H -0.46 3.73 0.89
```

Output
HOMO energy ... -9.239 eV
HOMO-LUMO gap ... 10.0402 eV
Energy above the lowest of the compared OMol25 structures with the same formula, charge and spin ... 41.9 kcal/mol
SMILES string ... NCCCCO.O
LUMO level ... 0.8 eV

natural (NBO) atomic charge list, values in e, 4 entries: number 1, N, carries -0.8689; number 2, C, carries -0.2439; number 3, C, carries -0.4201; number 4, C, carries -0.4359



Computed, not measured: a cluster of 2 separate species, C4H13NO2 in total at a distorted geometry, with wB97M-V/def2-TZVPD.

```
20
C4H13NO2 | the OMol25 dataset | wB97M-V/def2-TZVPD
C -0.35 -1.85 -1.87
N -0.58 -0.89 -0.79
C 0.41 -1.18 0.30
C 0.00 -0.64 1.66
C 0.18 0.86 1.82
O -0.77 1.59 1.05
H -0.69 -1.41 -2.80
H -0.91 -2.76 -1.67
H 0.71 -2.05 -2.05
H -0.27 0.04 -1.06
H 1.40 -0.84 -0.01
H 0.49 -2.26 0.41
H 0.78 -1.05 2.32
H -0.96 -0.99 2.05
H 0.19 1.12 2.87
H 1.16 1.14 1.40
H -1.50 1.95 1.56
O 0.98 1.76 -1.76
H 0.35 1.81 -2.48
H 0.49 1.49 -1.00
```

Output
HOMO energy ... -8.980 eV
HOMO-LUMO gap ... 9.7978 eV
Energy above the lowest of the compared OMol25 structures with the same formula, charge and spin ... 27.8 kcal/mol
SMILES string ... CNCCCO.O
LUMO level ... 0.8 eV

natural (NBO) atomic charge list, values in e, 4 entries: number 1, C, carries -0.4173; number 2, N, carries -0.6106; number 3, C, carries -0.2309; number 4, C, carries -0.4264



Computed, not measured: a cluster of 3 separate species, C4H13NO2 in total, with wB97M-V/def2-TZVPD.

```
20
C4H13NO2 | the OMol25 dataset | wB97M-V/def2-TZVPD
C -0.57 1.42 -0.27
C -1.33 1.14 -1.56
C -0.21 1.01 -2.62
N 0.93 0.46 -1.92
C 0.90 1.11 -0.61
H -0.91 0.83 0.59
H -0.67 2.47 0.00
H -2.06 1.91 -1.84
H -1.89 0.21 -1.55
H -0.54 0.41 -3.47
H 0.07 2.00 -2.99
H 0.81 -0.55 -1.81
H 1.46 2.05 -0.72
H 1.52 0.54 0.10
O -0.13 -3.32 1.94
H -0.63 -2.81 1.28
H 0.58 -3.76 1.48
O 0.44 -0.66 3.70
H 0.74 -1.58 3.61
H -0.47 -0.82 3.42
```

Output
HOMO energy ... -8.994 eV
HOMO-LUMO gap ... 9.2713 eV
Energy above the lowest of the compared OMol25 structures with the same formula, charge and spin ... 14.9 kcal/mol
SMILES string ... C1CCNC1.O.O
LUMO level ... 0.3 eV

natural (NBO) atomic charge list, values in e, 4 entries: number 1, C, carries -0.4368; number 2, C, carries -0.4240; number 3, C, carries -0.2253; number 4, N, carries -0.6091



Computed, not measured: a structure of composition C4H13NO2 at a distorted geometry, with wB97M-V/def2-TZVPD.

```
20
C4H13NO2 | the OMol25 dataset | wB97M-V/def2-TZVPD
C 0.31 -0.35 1.57
C 0.00 1.95 0.76
C 0.80 -1.72 1.15
N 0.23 0.56 0.44
H 0.98 0.43 -0.24
H 0.97 0.06 2.35
H -0.69 -0.42 2.01
H 0.03 2.53 -0.16
H 0.75 2.36 1.46
H -0.98 2.06 1.23
H 1.82 -1.67 0.76
H 0.79 -2.41 2.00
H 0.16 -2.14 0.37
C -1.27 -0.13 -1.12
O 0.32 0.26 -2.07
O 0.39 -0.68 -3.15
H 0.22 -0.12 -3.92
H -1.67 -0.58 -0.21
H -1.67 0.85 -1.33
H -1.48 -0.85 -1.90
```

Output
HOMO energy ... -8.250 eV
HOMO-LUMO gap ... 9.0713 eV
Energy above the lowest of the compared OMol25 structures with the same formula, charge and spin ... 145.3 kcal/mol
LUMO level ... 0.8 eV

natural (NBO) atomic charge list, values in e, 4 entries: number 1, C, carries -0.2149; number 2, C, carries -0.4117; number 3, C, carries -0.6141; number 4, N, carries -0.5878